1.
A molecular structure, C39H35CoF10GeN3, computed with wB97M-V/def2-TZVPD.

Structure (XYZ):
```
89
Properties=species:S:1:pos:R:3
Co 0.79 0.36 -0.50
C 3.22 1.95 -0.51
N 2.51 1.06 0.41
C 3.29 -0.15 0.70
C 3.34 -1.01 -0.55
N 2.02 -1.02 -1.18
C 2.02 -1.52 -2.48
C 2.81 -1.00 -3.52
F 3.61 0.06 -3.29
C 2.79 -1.48 -4.81
F 3.57 -0.92 -5.75
C 1.94 -2.51 -5.16
F 1.90 -2.97 -6.41
C 1.12 -3.04 -4.18
F 0.30 -4.05 -4.49
C 1.18 -2.57 -2.88
F 0.39 -3.17 -1.99
C 2.09 1.81 1.59
C 0.78 2.58 1.29
N 0.24 2.16 0.01
C -0.13 3.13 -0.86
C 0.17 3.05 -2.23
F 0.92 2.02 -2.67
C -0.20 4.00 -3.16
F 0.13 3.86 -4.44
C -0.90 5.13 -2.76
F -1.27 6.06 -3.65
C -1.21 5.27 -1.42
F -1.90 6.34 -1.00
C -0.84 4.30 -0.50
F -1.25 4.47 0.77
H 4.20 2.22 -0.08
H 2.64 2.85 -0.66
H 3.37 1.47 -1.47
H 2.79 -0.68 1.50
H 4.31 0.11 1.04
H 3.65 -2.03 -0.25
H 4.13 -0.65 -1.22
H 2.89 2.50 1.91
H 1.94 1.10 2.40
H 0.98 3.66 1.29
H 0.07 2.40 2.11
C -4.33 1.30 3.06
C -3.62 1.99 2.09
C -2.49 1.42 1.52
C -2.04 0.16 1.90
C -2.76 -0.51 2.90
C -3.90 0.04 3.46
Ge -0.36 -0.68 1.24
C -0.80 -2.59 0.94
C -2.10 -3.09 0.97
C -2.36 -4.44 0.82
C -1.32 -5.34 0.63
C -0.01 -4.86 0.58
C 0.23 -3.50 0.72
C 0.54 -0.80 3.04
C 0.24 0.12 4.05
C 0.85 0.08 5.29
C 1.78 -0.91 5.58
C 2.08 -1.86 4.61
C 1.47 -1.80 3.36
H -5.22 1.74 3.50
H -3.94 2.97 1.77
H -1.93 1.97 0.77
H -2.41 -1.48 3.25
H -4.44 -0.50 4.23
H -2.94 -2.41 1.11
H -3.38 -4.80 0.84
H -1.52 -6.39 0.51
H 0.81 -5.54 0.40
H 1.25 -3.14 0.60
H -0.50 0.90 3.86
H 0.60 0.81 6.04
H 2.26 -0.95 6.55
H 2.80 -2.64 4.82
H 1.71 -2.56 2.63
C -3.22 -0.29 -1.38
C -2.01 0.52 -1.86
C -2.22 0.87 -3.33
C -0.70 -0.25 -1.65
H -4.15 0.27 -1.51
H -3.14 -0.55 -0.33
H -3.30 -1.22 -1.95
H -2.00 1.45 -1.29
H -2.34 -0.04 -3.92
H -1.37 1.42 -3.74
H -3.12 1.48 -3.48
H -0.92 -1.31 -1.48
H -0.14 -0.22 -2.60
```

Results
total energy	-166798.210	eV
charge	-1

Here are the Löwdin charges for atoms 1 to 2, given in e:
1 Co 0.305
2 C -0.041



2.
A molecular structure, C33H35I2KN11O3S, computed with wB97M-V/def2-TZVPD.

Structure (XYZ):
```
86
Properties=species:S:1:pos:R:3
K -0.51 0.40 0.88
O -5.07 -0.27 1.22
C -5.49 1.01 1.21
C -6.86 1.28 1.23
C -7.31 2.58 1.22
C -6.41 3.64 1.20
C -5.05 3.37 1.18
C -4.56 2.07 1.18
C -3.08 1.77 1.17
O -2.69 0.54 1.30
N -2.34 2.83 0.96
N -0.99 2.81 1.10
C -0.33 3.52 0.27
C 1.11 3.79 0.38
C 1.58 4.98 -0.17
C 2.91 5.35 -0.11
C 3.80 4.49 0.52
C 3.37 3.28 1.05
C 2.02 2.90 0.99
O 1.57 1.71 1.42
H -4.07 -0.16 1.25
H -7.55 0.44 1.25
H -8.38 2.78 1.24
H -6.76 4.66 1.19
H -4.32 4.17 1.16
H -0.86 4.02 -0.54
H 0.86 5.64 -0.65
H 3.24 6.29 -0.53
H 4.86 4.74 0.58
H 4.08 2.62 1.51
C 5.91 -3.34 1.14
N 5.62 -2.25 0.22
C 6.55 -1.47 -0.43
C 5.88 -0.54 -1.12
N 4.52 -0.73 -0.88
C 4.35 -1.84 -0.06
S 3.00 -2.60 0.54
C 3.55 0.20 -1.37
C 3.97 1.49 -1.68
C 3.04 2.38 -2.19
C 1.73 1.98 -2.33
C 1.40 0.68 -1.96
N 2.30 -0.20 -1.51
H 6.99 -3.50 1.15
H 5.40 -4.24 0.81
H 5.57 -3.09 2.14
H 7.61 -1.65 -0.36
H 6.25 0.21 -1.79
H 4.98 1.81 -1.49
H 3.34 3.39 -2.42
H 0.96 2.65 -2.69
H 0.37 0.32 -2.01
C 0.05 -4.45 0.11
N -0.46 -3.70 -1.06
C 0.65 -3.05 -1.83
C -1.54 -2.72 -0.63
C -2.08 -1.95 -1.80
C -2.90 -2.64 -2.70
C -3.35 -2.01 -3.84
C -3.00 -0.68 -4.04
C -2.21 -0.01 -3.11
C -1.69 -0.60 -1.93
H 0.77 -5.20 -0.21
H -0.79 -4.93 0.62
H 0.52 -3.76 0.79
H -0.92 -4.35 -1.69
H 1.14 -2.30 -1.21
H 0.22 -2.56 -2.70
H 1.37 -3.81 -2.12
H -1.09 -2.04 0.10
H -2.29 -3.33 -0.14
H -3.19 -3.68 -2.51
H -3.98 -2.53 -4.55
H -3.35 -0.16 -4.93
H -1.98 1.03 -3.31
I 2.68 0.65 2.93
I 4.16 -0.97 4.90
N -3.21 -2.39 2.13
N -2.19 -2.05 3.01
N -0.94 -1.91 2.61
C -0.33 -1.70 3.78
N -1.19 -1.71 4.81
N -2.38 -1.93 4.29
H -3.17 -1.73 1.36
H -4.08 -2.24 2.62
H 0.73 -1.53 3.88
```

Results
ΔE to the lowest compared entry with this formula, charge and spin	68.0	kcal/mol
charge	-1

Here are the Löwdin charges for atoms 1 to 2, given in e:
1 K 0.704
2 O 0.012



3.
2 unconnected molecules or ions with the total composition C4H16N7O, computed with wB97M-V/def2-TZVPD.

Structure (XYZ):
```
28
Properties=species:S:1:pos:R:3
C -3.45 -0.32 -0.40
C 1.61 -1.14 0.04
C -0.56 0.38 0.20
C 1.00 0.30 -0.13
N -3.29 -0.32 -1.58
N 1.31 -1.45 1.51
N 0.90 -2.23 -0.61
N -0.98 1.73 -0.12
N 0.87 0.82 -1.61
N 1.75 1.21 0.57
N -0.63 0.27 1.67
O -3.28 -0.18 0.74
H 2.61 -1.24 -0.22
H 0.27 0.27 -2.24
H -3.78 -0.36 -2.53
H 2.11 -1.65 2.10
H 0.90 -2.38 1.39
H 1.29 -2.47 -1.46
H -0.10 -2.20 -0.76
H -0.74 2.52 0.42
H -1.99 1.79 -0.34
H -0.27 1.78 -0.97
H 1.72 1.06 -2.11
H 2.77 1.18 0.46
H 1.58 2.19 0.14
H -1.52 -0.29 1.99
H 0.32 -0.43 1.72
H -0.42 1.18 2.15
```

Results
ΔE to the lowest compared entry with this formula, charge and spin	46.7	kcal/mol
multiplicity	3
charge	+1

Here are the Löwdin charges for atoms 1 to 2, given in e:
1 C -0.488
2 C -0.287



4.
C2H6BBrO2 in the gas phase, computed with wB97M-V/def2-TZVPD.

Structure (XYZ):
```
12
Properties=species:S:1:pos:R:3
O -1.05 -1.95 0.09
B -0.01 -1.04 0.23
O 1.28 -1.38 0.52
C -0.61 0.46 -0.22
C 0.49 1.52 -0.10
Br -0.31 3.35 -0.67
H -0.92 -2.87 0.43
H 1.60 -2.20 0.80
H -1.65 0.54 0.34
H -0.85 0.34 -1.34
H 0.91 1.85 0.84
H 1.13 1.36 -0.91
```

Results
structure (SMILES)	OB(O)CCBr
ΔE to the lowest compared entry with this formula, charge and spin	1.5	kcal/mol

Here are the Löwdin charges for atoms 1 to 2, given in e:
1 O 0.111
2 B -0.601